[1]
Formula: C27H37ClF25N2O9P2S
Source: the Open Molecules 2025 dataset
Level of theory: the ωB97M-V functional and the def2-TZVPD basis

Values from the calculation:
orbital gap: 8.987 eV
charge: +1

Last column: Löwdin charge in e.
Geometry (Å):
C (7.738733, 2.256481, 1.435225)  -0.100
C (7.299026, 1.677384, 0.081175)  -0.232
C (5.881951, 1.137264, 0.083287)  -0.181
O (4.856509, 2.142072, 0.193515)  -0.141
C (4.394483, 2.743947, -0.963776)  -0.289
N (4.369193, 4.225982, -0.699521)  -0.072
P (6.120310, 4.884397, -0.346767)  1.032
C (6.481057, 5.065973, -2.124962)  -0.228
O (5.835385, 6.432498, 0.028541)  -0.242
C (3.376499, 4.656300, 0.373802)  -0.334
O (3.963946, 4.686370, 1.620047)  -0.010
C (2.049160, 3.886630, 0.304106)  -0.134
N (2.105886, 2.489547, -0.120369)  -0.138
P (1.890454, 1.457401, 1.218310)  0.186
O (0.304060, 1.508974, 1.437551)  -0.171
O (2.036990, -0.035224, 0.686448)  -0.172
S (2.885939, 1.819325, 2.841742)  0.408
C (2.962182, 2.260275, -1.302023)  -0.368
C (2.391570, 3.073578, -2.501082)  -0.082
C (3.313034, 3.255257, -3.713330)  -0.192
F (2.548285, 3.230854, -4.854731)  -0.004
C (3.094194, 0.810388, -1.779263)  -0.089
C (1.886645, -0.018949, -2.183751)  -0.777
O (2.049591, -1.040911, -2.731925)  0.085
Cl (0.271434, 0.549847, -1.861179)  0.847
H (8.248346, 3.214319, 1.320007)  0.059
H (6.900302, 2.379193, 2.123377)  0.073
H (8.458364, 1.587871, 1.913287)  0.080
H (7.424282, 2.408154, -0.726677)  0.075
H (7.941092, 0.833688, -0.190729)  0.122
H (5.711495, 0.503276, -0.793733)  0.124
H (5.738434, 0.506102, 0.965296)  0.138
H (5.091070, 2.572318, -1.795383)  0.158
H (4.076602, 4.698031, -1.556069)  0.116
H (7.305328, 5.776934, -2.226635)  0.065
H (5.635634, 5.450008, -2.707838)  0.045
H (6.796143, 4.117134, -2.569391)  0.049
H (4.957522, 6.804985, -0.090931)  0.072
H (3.146556, 5.695822, 0.114692)  0.157
H (4.371346, 3.833712, 1.839961)  0.053
H (1.625915, 3.966521, 1.307374)  0.116
H (1.367574, 4.434734, -0.354893)  0.131
H (0.068210, 2.184297, 2.085166)  0.087
H (2.832147, -0.410226, 1.089350)  0.087
H (1.495548, 2.567814, -2.864639)  0.098
H (2.055665, 4.060737, -2.179212)  0.113
H (3.830116, 4.223401, -3.691900)  0.109
H (4.084221, 2.485183, -3.804836)  0.120
H (3.623683, 0.186001, -1.064080)  0.112
H (3.703754, 0.800142, -2.689136)  0.139
C (-5.172059, -1.997865, 1.242329)  -0.033
C (-5.832571, -1.048388, 2.251199)  -0.437
C (-6.715714, 0.080549, 1.709817)  -0.306
F (-5.997816, 0.920263, 0.938514)  0.098
F (-7.205709, 0.777714, 2.757377)  0.102
F (-4.908164, -0.547527, 3.092200)  0.143
F (-6.685545, -1.828380, 2.986350)  0.088
O (-3.816780, -1.751546, 0.922259)  0.059
C (-3.429355, -0.926901, -0.085677)  -0.552
C (-2.605128, 0.256183, 0.438938)  -0.300
F (-3.304914, 0.983598, 1.328420)  0.106
F (-2.291637, 1.058853, -0.609825)  0.039
F (-4.453785, -0.516121, -0.847417)  0.161
F (-2.586198, -1.625965, -0.885668)  0.135
H (-5.149978, -2.960253, 1.751290)  0.152
H (-5.787299, -2.121018, 0.350452)  0.150
H (-7.549695, -0.325492, 1.131662)  0.175
H (-1.688022, -0.103729, 0.907042)  0.157
C (-9.303666, -1.719771, 6.861127)  -0.042
C (-7.963711, -2.466612, 6.907552)  -0.441
C (-7.691329, -3.521100, 5.831281)  -0.308
F (-8.584959, -4.526851, 5.892049)  0.100
F (-6.457610, -4.037716, 6.038765)  0.097
F (-7.764594, -2.996650, 8.130051)  0.141
F (-7.004342, -1.513626, 6.702280)  0.098
O (-10.328629, -2.163576, 7.724126)  0.054
C (-11.228754, -3.123492, 7.369525)  -0.551
C (-11.141372, -4.355643, 8.281725)  -0.287
F (-9.903487, -4.883624, 8.244533)  0.103
F (-12.018535, -5.279817, 7.835948)  0.103
F (-11.131438, -3.462762, 6.073287)  0.153
F (-12.465599, -2.607672, 7.558683)  0.143
H (-9.064818, -0.722213, 7.226916)  0.150
H (-9.655742, -1.607914, 5.834805)  0.148
H (-7.717362, -3.072439, 4.835892)  0.154
H (-11.389338, -4.076106, 9.307041)  0.176
C (2.460367, -3.222529, -5.148997)  -0.043
C (2.034734, -2.400381, -6.372250)  -0.434
C (0.967267, -2.978867, -7.306545)  -0.309
F (1.388466, -4.128724, -7.862873)  0.103
F (0.736745, -2.085076, -8.293325)  0.101
F (3.119194, -2.031630, -7.085212)  0.136
F (1.469481, -1.258701, -5.865787)  0.089
O (3.659517, -3.967320, -5.246548)  0.051
C (3.696261, -5.247207, -5.717921)  -0.551
C (4.557080, -5.370639, -6.983720)  -0.290
F (4.088863, -4.563003, -7.953372)  0.103
F (4.499505, -6.646652, -7.416278)  0.107
F (2.470400, -5.758003, -5.904342)  0.159
F (4.311032, -6.003433, -4.776584)  0.140
H (2.677315, -2.474690, -4.391152)  0.114
H (1.636754, -3.825618, -4.765329)  0.153
H (0.035653, -3.154228, -6.762134)  0.174
H (5.591157, -5.105500, -6.755976)  0.174

Cartesian forces, eV/Å:
0.3 -0.1 -0.1
0.0 0.0 0.1
0.3 -0.4 0.1
-0.2 0.2 0.1
0.2 -0.4 0.2
-0.1 0.4 0.1
0.3 0.3 0.0
-0.1 -0.2 -0.4
-0.3 -0.4 0.1
-0.1 0.0 0.4
0.6 0.1 -0.4
-0.4 0.2 -0.5
0.7 -0.5 0.4
-0.3 0.0 0.6
0.4 0.2 -0.2
0.2 0.3 -0.3
-0.1 0.0 -0.4
-0.3 0.3 -0.5
0.0 0.1 0.0
0.1 0.1 0.2
0.0 0.0 0.0
0.0 0.0 0.2
-0.1 1.0 0.4
0.2 -1.4 -0.6
-0.2 0.1 0.1
-0.2 0.0 0.0
0.0 0.1 -0.1
-0.2 0.0 0.0
-0.1 -0.1 0.0
0.0 0.1 0.0
-0.1 0.2 0.0
-0.1 0.1 -0.1
-0.2 0.1 0.0
-0.1 -0.2 -0.1
0.0 -0.1 0.1
0.1 0.1 0.1
0.1 0.1 0.0
0.0 0.3 -0.1
0.0 0.0 0.2
-0.4 -0.3 0.2
0.1 0.0 -0.1
0.0 -0.1 0.1
-0.2 -0.1 0.2
-0.1 -0.2 0.1
0.1 0.0 0.1
-0.1 -0.1 0.0
0.0 0.0 -0.1
-0.1 -0.1 0.0
0.0 0.1 0.0
0.0 0.1 0.1
-0.1 -0.5 -0.2
0.2 0.1 0.1
-0.1 -0.1 0.0
0.0 0.0 0.0
0.0 0.0 0.0
0.0 0.0 0.0
-0.1 -0.1 0.0
0.0 0.3 0.4
0.0 -0.1 -0.1
0.1 0.0 0.0
0.0 0.0 0.0
0.0 0.1 0.0
-0.1 0.1 0.0
0.0 0.0 -0.1
0.0 0.0 0.0
0.0 0.2 0.0
0.0 0.0 0.0
0.0 0.0 0.0
-0.1 0.5 -0.2
-0.1 -0.1 0.2
0.1 0.0 -0.1
-0.1 0.0 0.0
0.0 0.0 0.0
0.0 0.0 0.0
0.0 0.0 0.0
0.3 -0.3 0.3
-0.1 0.1 0.0
0.0 0.0 0.0
0.0 0.0 0.0
0.0 0.0 0.0
0.1 -0.1 -0.1
-0.1 0.0 -0.1
0.0 0.0 0.0
0.0 -0.2 0.0
0.0 0.0 0.0
0.0 0.0 0.0
-0.1 0.0 0.5
0.2 0.0 -0.1
-0.1 0.1 0.0
0.0 -0.1 0.0
0.0 0.0 0.0
0.0 0.0 0.0
0.0 0.0 0.0
0.1 0.3 -0.5
0.0 -0.1 0.2
0.0 0.0 0.0
0.0 0.0 0.0
0.0 0.0 0.0
-0.1 0.0 -0.1
0.0 -0.1 0.1
0.0 0.0 0.0
0.0 0.0 -0.2
0.0 0.0 0.0
0.0 0.0 0.0


[2]
Formula: C27H37ClFNO16Si
Source: the Open Molecules 2025 dataset
Level of theory: the ωB97M-V functional and the def2-TZVPD basis

Values from the calculation:
orbital gap: 8.516 eV

Last column: Löwdin charge in e.
Geometry (Å):
C (1.018737, 0.156046, 2.158319)  -0.100
C (0.570975, -0.784429, 0.897412)  -0.307
N (1.415976, -2.010281, 0.745054)  -0.111
Si (2.927544, -1.709041, -0.134766)  0.555
F (3.516228, -0.119192, 0.290089)  -0.186
C (4.364901, -2.910545, 0.398030)  -0.177
C (5.715223, -2.377093, -0.272350)  -0.716
O (6.432041, -1.528429, 0.325704)  -0.046
Cl (6.311872, -2.918092, -1.939455)  0.570
C (2.749693, -1.711004, -2.049337)  -0.209
C (2.477663, -0.182307, -2.498033)  -0.233
C (1.009236, 0.236676, -2.744900)  -0.040
C (0.706127, 1.730163, -3.141374)  -0.027
C (1.851351, 2.755953, -3.284194)  -0.217
C (1.651892, 4.310743, -3.658018)  -0.114
C (3.334927, 2.284733, -3.056210)  -0.028
C (3.665732, 0.827782, -2.672024)  -0.024
H (0.271495, 0.048586, 3.029300)  0.066
H (2.085626, -0.129234, 2.449743)  0.063
H (0.975592, 1.260641, 1.823458)  0.080
H (0.544073, -0.095379, -0.013723)  0.086
H (-0.534226, -1.077749, 1.129914)  0.104
H (0.833766, -2.742004, 0.313108)  0.076
H (4.132047, -4.003279, 0.140432)  0.099
H (4.462311, -2.778538, 1.539789)  0.106
H (3.697603, -2.036527, -2.605495)  0.054
H (1.906549, -2.398580, -2.408093)  0.090
H (0.203315, -0.554044, -2.606383)  0.092
H (-0.373959, 2.075969, -3.307417)  0.090
H (2.277835, 4.998198, -2.970202)  0.079
H (0.555401, 4.650809, -3.519506)  0.077
H (2.007252, 4.546898, -4.732437)  0.082
H (4.164244, 3.061979, -3.174579)  0.095
H (4.716952, 0.417011, -2.492083)  0.100
O (-1.826552, -4.198274, 1.113609)  0.132
C (-2.362146, -3.641749, 2.038777)  -0.542
O (-2.401408, -2.288364, 2.207256)  0.029
C (-3.305649, -2.029286, 3.275236)  -0.119
C (-3.295994, -3.311140, 4.047202)  -0.119
O (-3.005017, -4.282617, 3.051479)  0.068
H (-2.968344, -1.182311, 3.872016)  0.110
H (-4.289902, -1.799457, 2.856257)  0.142
H (-2.509429, -3.336536, 4.806786)  0.141
H (-4.255133, -3.517763, 4.523770)  0.140
O (-3.346007, 0.039399, 5.804391)  0.137
C (-3.313708, 1.114330, 5.271860)  -0.550
O (-2.222484, 1.925357, 5.244775)  0.067
C (-2.509427, 2.982323, 4.338433)  -0.129
C (-4.007155, 3.022898, 4.331253)  -0.128
O (-4.364857, 1.677651, 4.617686)  0.066
H (-2.068093, 3.919088, 4.681687)  0.138
H (-2.092315, 2.731029, 3.358894)  0.135
H (-4.412503, 3.670926, 5.113810)  0.136
H (-4.411305, 3.336015, 3.367459)  0.139
O (-4.780888, 1.361453, -0.982333)  0.139
C (-4.572171, 0.188540, -1.126426)  -0.546
O (-5.344584, -0.800940, -0.596896)  0.062
C (-4.907438, -2.024355, -1.176089)  -0.125
C (-3.501562, -1.721815, -1.584246)  -0.131
O (-3.531504, -0.324035, -1.839608)  0.053
H (-4.964370, -2.839522, -0.452717)  0.135
H (-5.548944, -2.260619, -2.029103)  0.121
H (-2.781660, -1.919667, -0.783821)  0.122
H (-3.200549, -2.272898, -2.476271)  0.132
O (-5.022707, -2.172607, -4.443413)  0.145
C (-4.987224, -1.097233, -4.974117)  -0.534
O (-3.893273, -0.289894, -4.999141)  0.060
C (-4.176039, 0.769813, -5.902182)  -0.127
C (-5.673594, 0.815809, -5.909510)  -0.129
O (-6.036380, -0.528740, -5.626853)  0.070
H (-3.731412, 1.704117, -5.556260)  0.138
H (-3.759617, 0.519619, -6.882315)  0.136
H (-6.076590, 1.463262, -5.125269)  0.138
H (-6.076437, 1.133026, -6.872544)  0.136
O (7.379870, 3.326759, 4.828707)  0.151
C (7.383770, 2.473308, 3.987850)  -0.549
O (7.346258, 1.137614, 4.247641)  0.061
C (7.135739, 0.476043, 3.006826)  -0.141
C (7.645999, 1.466177, 2.005424)  -0.135
O (7.427222, 2.714554, 2.648724)  0.062
H (7.679670, -0.468885, 2.972799)  0.133
H (6.066948, 0.275384, 2.889469)  0.131
H (8.716474, 1.351211, 1.810689)  0.136
H (7.106427, 1.416561, 1.058576)  0.132

Cartesian forces, eV/Å:
-0.3 -0.1 -0.7
-1.5 1.6 1.3
0.4 0.9 -1.0
0.5 1.6 0.1
-1.1 -3.1 -0.6
0.7 0.0 -0.2
2.1 2.9 3.2
-3.1 -3.7 -2.8
-1.0 0.2 1.5
0.2 1.3 -1.1
-1.3 2.2 -1.0
3.5 2.8 -0.3
3.1 -0.8 0.6
1.0 -2.7 0.7
-0.1 -0.2 0.3
-2.4 -2.6 0.5
-4.0 1.0 -0.5
1.4 0.0 -1.2
-1.6 0.6 -0.2
0.3 -1.8 0.6
0.2 -1.1 1.0
2.1 0.2 -0.7
0.5 0.3 0.4
0.4 1.6 0.2
0.1 -0.3 -1.8
-1.2 0.3 1.0
1.1 1.1 0.6
1.1 1.4 -0.3
1.8 -0.6 0.3
-0.9 -1.3 -1.0
1.8 -0.7 -0.4
-0.7 -0.6 1.7
-1.3 -1.3 0.2
-1.6 1.0 -0.3
-0.6 0.7 0.9
0.5 -0.6 -0.8
0.1 -0.9 -0.3
-0.4 0.9 0.3
-0.2 -0.1 0.9
0.4 0.2 -0.8
0.1 -0.1 -0.2
0.1 0.0 0.0
0.0 0.0 -0.1
0.1 -0.1 -0.1
0.0 0.8 -0.5
0.0 -0.6 0.5
-0.5 -0.5 0.1
0.6 0.6 -0.4
-0.5 0.7 -0.3
0.5 -0.4 0.3
0.1 -0.2 0.1
0.0 0.0 0.1
0.0 -0.1 0.0
-0.1 -0.2 0.1
0.1 -0.9 -0.1
-0.1 0.8 0.1
0.4 0.7 -0.1
-0.5 -0.9 0.0
0.8 -0.7 -0.2
-0.7 0.4 0.4
-0.1 0.2 0.1
0.1 0.0 0.0
-0.1 0.0 0.0
-0.1 0.2 0.0
0.0 0.8 -0.3
0.0 -0.7 0.3
-0.5 -0.5 0.1
0.6 0.6 -0.3
-0.5 0.7 -0.3
0.5 -0.4 0.3
0.1 -0.2 0.1
0.0 0.0 0.1
0.0 -0.1 0.0
-0.1 -0.2 0.1
0.0 -0.7 -0.7
0.0 0.8 0.8
0.1 0.6 -0.1
-0.2 -0.9 -0.1
0.2 -0.1 -0.9
-0.1 -0.1 0.6
-0.1 0.1 0.2
0.1 0.0 0.0
-0.1 0.0 0.1
0.0 0.2 0.1


no.,LUMO energy (hartree)
1,-0.116
2,0.006